# C18H40N5OsP3Se

A molecular structure, C18H40N5OsP3Se at a distorted geometry (ωB97M-V/def2-TZVPD, the OMol25 dataset).

Positions of all 68 atoms, in Å:
Os -0.50252 -0.49132 -0.13650
P 0.55782 -1.59181 1.67296
P -2.14677 0.38179 1.29036
P 1.03170 -1.29545 -1.72528
H -0.88234 2.21427 -0.62360
C -0.53258 1.36656 -1.21614
C -1.52867 0.46441 -1.76386
H -2.57611 0.72907 -1.59760
C 1.89337 -0.59245 2.45376
C -0.38826 -2.17902 3.13703
C 1.38234 -3.17478 1.24323
C -3.41252 1.50091 0.56474
C -3.30739 -0.73647 2.18496
C -1.44944 1.47971 2.58269
C 0.84905 -0.72355 -3.46281
C 1.20302 -3.08030 -2.15528
C 2.74115 -0.73585 -1.37053
H 0.36589 1.56316 -1.80343
H -1.33183 0.04920 -2.75676
H 2.38696 -1.16271 3.25873
H 1.44086 0.32945 2.85108
H 2.61957 -0.33486 1.66671
H 0.33609 -2.63473 3.83393
H -1.11554 -2.94206 2.81979
H -0.89892 -1.33831 3.62606
H 1.66647 -3.68594 2.17569
H 2.25804 -2.99401 0.60288
H 0.64869 -3.80327 0.71790
H -3.95518 1.98890 1.38414
H -4.11896 0.91080 -0.02868
H -2.95860 2.26831 -0.06887
H -3.71009 -0.22228 3.07157
H -2.82505 -1.66616 2.49898
H -4.13857 -0.97915 1.50909
H -2.26543 2.07804 3.01014
H -0.70395 2.14628 2.12735
H -0.97384 0.88592 3.37218
H 1.75664 -1.00345 -4.01129
H 0.70952 0.35820 -3.52082
H -0.00895 -1.23068 -3.91605
H 2.08526 -3.22123 -2.79735
H 0.31191 -3.38657 -2.71835
H 1.29326 -3.71258 -1.26898
H 3.34434 -0.87656 -2.27677
H 3.17017 -1.31922 -0.54804
H 2.73127 0.32835 -1.09154
C 2.36498 4.21188 0.05689
C 1.29704 4.56078 -0.77841
C 1.32492 5.76307 -1.47911
C 2.38200 6.66238 -1.29279
C 3.41144 6.36387 -0.38134
C 3.40052 5.14334 0.30354
Se 2.39305 2.46062 0.83978
H 1.18233 1.81085 0.13261
H 0.45643 3.87919 -0.88762
H 0.50772 5.97725 -2.16671
H 2.40952 7.60315 -1.84891
H 4.21749 7.08228 -0.20928
H 4.18809 4.90227 1.02598
N -2.07148 -5.76567 -0.42111
N -2.03770 -4.39413 -0.69203
N -3.22618 -3.77072 -0.91288
C -2.86475 -2.48934 -0.78614
N -1.58333 -2.31683 -0.43486
N -1.07217 -3.58012 -0.29485
H -1.25149 -6.24304 -0.78283
H -2.90548 -6.11500 -0.89166
H -3.57485 -1.67464 -0.89570

As for the multiplicity: 5. The calculation puts the energy relative to the best compared isomer or geometry (same formula, charge and spin) at 0.0 kJ/mol. The charge is +4.